# 1
87
Properties=species:S:1:pos:R:3:mulliken_charge:R:1 method="wB97M-V/def2-TZVPD" lumo_ev=-0.430 homo_lumo_gap_ev=7.7490 total_charge=0 e_homo_ev=-8.2 smiles="O=S1(=O)O[C@H](P(O)I)[C@](I)(CCCC(F)(F)C(F)(F)F)O1.CN(C)P(=O)(N(C)C)N(C)C.CN(C)P(=O)(N(C)C)N(C)C" e_tot_ha=-4122.56120
O -1.684 -4.712 0.325 -0.415
S -0.604 -5.623 0.157 1.187
O -0.964 -7.007 0.145 -0.627
O 0.248 -5.297 -1.184 -0.280
C 1.619 -5.398 -0.865 0.064
P 2.096 -7.205 -1.220 0.084
O 3.424 -7.374 -0.275 -0.444
I 3.007 -6.928 -3.496 -0.105
C 1.722 -4.849 0.547 -0.794
I 1.110 -2.707 0.341 0.286
C 3.008 -4.983 1.288 -0.523
C 3.079 -4.377 2.704 -0.831
C 4.388 -3.638 2.996 -1.330
C 4.627 -2.279 2.405 1.032
F 5.955 -1.982 2.571 -0.328
F 4.394 -2.243 1.072 -0.254
C 3.881 -1.114 3.094 0.541
F 2.566 -1.349 3.280 -0.227
F 4.456 -0.861 4.296 -0.280
F 4.026 0.010 2.339 -0.217
O 0.613 -5.451 1.208 -0.355
H 2.265 -4.793 -1.486 0.778
H 3.722 -8.279 -0.407 0.339
H 3.840 -4.646 0.686 0.535
H 3.132 -6.050 1.414 0.456
H 3.074 -5.215 3.387 0.400
H 2.186 -3.813 2.937 0.477
H 5.190 -4.262 2.616 0.376
H 4.508 -3.592 4.070 0.429
O 0.673 3.427 -0.983 -0.759
P 1.676 4.015 -0.044 0.620
N 0.690 4.765 1.156 0.081
C 1.051 5.915 1.957 -0.766
C -0.258 3.869 1.816 -0.872
N 2.437 5.165 -1.069 0.244
C 2.815 6.501 -0.658 -1.159
C 2.039 5.166 -2.470 -1.001
N 3.111 3.836 0.912 0.132
C 4.265 3.302 0.141 -1.097
C 2.941 2.925 2.067 -1.260
H 1.875 5.741 2.667 0.282
H 0.186 6.233 2.540 0.375
H 1.311 6.772 1.341 0.217
H 0.222 3.132 2.475 0.253
H -0.834 3.316 1.077 0.153
H -0.967 4.437 2.419 0.409
H 1.960 7.190 -0.665 0.313
H 3.564 6.904 -1.345 0.368
H 3.278 6.508 0.328 0.352
H 1.072 5.660 -2.625 0.304
H 1.974 4.157 -2.863 0.306
H 2.792 5.693 -3.060 0.325
H 4.065 2.306 -0.264 0.350
H 5.136 3.240 0.793 0.396
H 4.526 3.959 -0.682 0.320
H 2.535 1.955 1.774 0.427
H 2.288 3.360 2.821 0.268
H 3.898 2.761 2.557 0.435
O -2.974 0.163 -0.280 -0.765
P -4.260 -0.044 -1.017 0.533
N -4.102 -1.642 -1.637 0.132
C -4.737 -2.148 -2.837 -0.745
C -3.843 -2.687 -0.645 -0.949
N -4.127 1.139 -2.251 0.370
C -4.519 0.928 -3.630 -1.145
C -2.981 2.038 -2.192 -1.056
N -5.998 0.056 -1.047 0.027
C -6.513 1.401 -0.677 -1.092
C -6.670 -0.898 -0.135 -1.030
H -5.835 -2.220 -2.781 0.304
H -4.359 -3.149 -3.047 0.368
H -4.480 -1.557 -3.711 0.195
H -4.708 -2.880 0.006 0.226
H -3.006 -2.414 -0.005 0.265
H -3.577 -3.625 -1.126 0.355
H -3.752 0.382 -4.195 0.312
H -4.663 1.893 -4.126 0.354
H -5.471 0.406 -3.709 0.354
H -2.059 1.564 -2.545 0.308
H -2.818 2.394 -1.182 0.221
H -3.174 2.915 -2.814 0.377
H -6.232 1.685 0.342 0.348
H -7.601 1.401 -0.746 0.415
H -6.147 2.162 -1.356 0.308
H -6.299 -0.834 0.892 0.371
H -6.554 -1.922 -0.483 0.247
H -7.740 -0.699 -0.124 0.399

# 2
75
Properties=species:S:1:pos:R:3:mulliken_charge:R:1 method="wB97M-V/def2-TZVPD" lumo_ev=0.711 homo_lumo_gap_ev=9.7835 total_charge=0 e_homo_ev=-9.1 smiles="CCOCCOC(=O)OCCN.COCCOC.COCCOC.COCCOC" e_tot_ha=-1557.76052
C 2.059 -6.628 1.294 -0.747
C 3.297 -5.892 0.443 -0.348
O 2.696 -4.694 -0.161 -0.200
C 3.696 -3.706 -0.581 -0.069
C 4.131 -2.609 0.554 -0.412
O 3.259 -2.515 1.724 -0.335
C 1.901 -1.986 1.370 0.679
O 1.852 -1.067 0.407 -0.508
O 0.804 -2.491 2.194 -0.296
C -0.519 -2.354 1.605 -0.298
C -1.140 -3.774 0.976 -0.436
N -1.000 -3.873 -0.528 -0.507
H 2.257 -7.784 1.348 0.325
H 1.074 -6.396 0.666 0.111
H 2.002 -6.110 2.359 0.219
H 4.188 -5.565 1.130 0.292
H 3.623 -6.632 -0.418 0.260
H 3.390 -3.095 -1.551 -0.148
H 4.678 -4.320 -0.869 0.349
H 4.376 -1.562 0.035 0.242
H 5.192 -2.973 0.966 0.338
H -0.666 -1.502 0.822 0.213
H -1.263 -2.094 2.504 0.309
H -2.313 -3.712 1.190 0.327
H -0.767 -4.725 1.553 0.201
H -1.614 -3.154 -0.991 0.230
H -1.347 -4.824 -0.855 0.238
C -0.196 2.819 3.443 -0.793
O -0.849 2.757 2.181 -0.271
C -0.617 3.927 1.393 -0.291
C 0.441 3.666 0.312 -0.679
O 1.729 3.439 0.892 -0.414
C 2.069 2.056 0.927 -0.792
H -0.221 1.824 3.892 0.226
H 0.850 3.129 3.348 0.350
H -0.727 3.514 4.101 0.314
H -0.330 4.778 2.024 0.349
H -1.563 4.175 0.902 0.275
H 0.527 4.558 -0.317 0.414
H 0.147 2.827 -0.331 0.312
H 2.332 1.717 -0.079 0.354
H 1.253 1.445 1.321 0.322
H 2.939 1.934 1.577 0.323
C 1.304 -2.267 -3.876 -0.859
O 0.651 -2.329 -5.138 -0.400
C 0.883 -1.159 -5.925 -0.476
C 1.941 -1.420 -7.006 -0.487
O 3.229 -1.647 -6.427 -0.374
C 3.569 -3.030 -6.392 -0.715
H 1.279 -3.262 -3.426 0.284
H 2.350 -1.957 -3.971 0.358
H 0.773 -1.572 -3.218 0.388
H 1.170 -0.308 -5.294 0.304
H -0.063 -0.911 -6.417 0.398
H 2.027 -0.528 -7.636 0.366
H 1.647 -2.259 -7.650 0.313
H 3.832 -3.369 -7.398 0.323
H 2.753 -3.641 -5.998 0.311
H 4.439 -3.152 -5.742 0.242
C -6.988 6.095 3.794 -0.713
O -5.814 5.569 4.400 -0.371
C -5.342 4.393 3.739 -0.703
C -4.145 4.711 2.833 -0.148
O -4.533 5.537 1.730 -0.384
C -4.177 6.901 1.926 -0.718
H -7.162 7.096 4.194 0.244
H -6.889 6.169 2.706 0.310
H -7.847 5.464 4.042 0.320
H -6.147 3.911 3.169 0.357
H -5.015 3.697 4.516 0.372
H -3.765 3.774 2.411 0.255
H -3.332 5.177 3.404 0.313
H -3.098 7.023 1.789 0.281
H -4.465 7.261 2.918 0.326
H -4.696 7.502 1.175 0.257

# 3
100
Properties=species:S:1:pos:R:3:mulliken_charge:R:1 method="wB97M-V/def2-TZVPD" lumo_ev=-0.534 homo_lumo_gap_ev=8.5297 total_charge=0 e_homo_ev=-9.1 smiles="CCOCCOC[C@H]1C(=O)N[C@@H](CB(O)O)[C@H]1F.C[N+](=O)[O-].C[N+](=O)[O-].C[N+](=O)[O-].C[N+](=O)[O-].C[N+](=O)[O-].C[N+](=O)[O-].C[N+](=O)[O-].C[N+](=O)[O-].C[N+](=O)[O-]" e_tot_ha=-3153.60267
C 3.967 1.088 0.401 -0.696
C 5.257 0.610 -0.245 -0.351
O 5.016 -0.484 -1.104 -0.240
C 5.816 -1.622 -0.893 -0.539
C 4.999 -2.874 -1.129 -0.631
O 4.056 -3.080 -0.082 -0.452
C 2.753 -2.851 -0.596 -1.031
C 1.681 -2.923 0.477 0.657
C 1.860 -1.781 1.477 -0.342
O 2.624 -1.730 2.429 -0.696
N 1.021 -0.758 1.060 0.263
C -0.188 -1.403 0.521 0.160
C -1.274 -0.530 -0.095 -0.795
B -0.818 0.206 -1.430 1.206
O -0.154 1.397 -1.438 -0.542
O -1.113 -0.364 -2.668 -0.757
C 0.307 -2.623 -0.214 -0.539
F 0.435 -2.456 -1.589 -0.326
H 3.638 0.394 1.171 -0.072
H 4.175 2.047 0.881 0.485
H 3.185 1.243 -0.340 0.172
H 5.697 1.442 -0.803 0.290
H 5.962 0.363 0.552 0.313
H 6.659 -1.652 -1.594 0.393
H 6.223 -1.669 0.121 0.274
H 5.675 -3.724 -1.219 0.477
H 4.479 -2.747 -2.076 0.366
H 2.550 -3.637 -1.327 0.388
H 2.697 -1.867 -1.058 0.408
H 1.609 -3.868 1.011 0.614
H 0.825 -0.047 1.750 0.365
H -0.676 -1.862 1.391 0.282
H -1.567 0.222 0.634 0.140
H -2.148 -1.151 -0.278 0.164
H -0.250 1.870 -0.608 0.171
H -0.296 -0.688 -3.073 0.256
H -0.349 -3.478 -0.073 0.294
C -4.746 -4.053 1.416 -0.553
N -3.337 -3.744 1.062 0.938
O -2.861 -4.268 0.079 -0.551
O -2.758 -2.955 1.780 -0.488
H -5.142 -4.747 0.685 0.306
H -4.751 -4.484 2.413 0.278
H -5.290 -3.114 1.392 0.083
C -4.412 3.310 1.518 -0.994
N -3.382 2.439 0.900 1.044
O -2.303 2.932 0.628 -0.394
O -3.668 1.278 0.705 -0.586
H -4.003 4.305 1.624 0.259
H -5.273 3.313 0.859 0.355
H -4.658 2.878 2.484 0.338
C -3.481 6.064 -1.869 -0.690
N -4.545 6.398 -0.887 0.980
O -4.767 7.562 -0.666 -0.535
O -5.135 5.471 -0.358 -0.567
H -3.053 6.994 -2.220 0.310
H -2.739 5.459 -1.365 0.220
H -3.943 5.512 -2.683 0.291
C -0.386 5.201 2.043 -0.320
N -1.200 6.329 1.520 0.886
O -1.410 7.275 2.237 -0.555
O -1.615 6.209 0.380 -0.515
H -0.098 5.424 3.061 0.303
H -1.002 4.313 1.992 -0.179
H 0.482 5.108 1.395 0.313
C -7.024 -0.039 -0.648 -0.614
N -6.896 -1.345 0.052 0.908
O -6.948 -2.357 -0.612 -0.513
O -6.739 -1.306 1.256 -0.553
H -7.155 -0.230 -1.706 0.315
H -7.885 0.471 -0.226 0.303
H -6.112 0.518 -0.453 0.138
C -1.659 1.654 5.365 -0.752
N -1.373 2.939 4.669 0.872
O -0.369 3.538 4.972 -0.514
O -2.177 3.303 3.832 -0.458
H -0.862 1.465 6.073 0.322
H -2.617 1.764 5.865 0.297
H -1.709 0.879 4.607 0.238
C 2.859 -5.000 -4.585 -0.534
N 4.247 -4.566 -4.912 0.932
O 4.751 -4.986 -5.929 -0.563
O 4.781 -3.821 -4.118 -0.542
H 2.514 -5.656 -5.375 0.295
H 2.907 -5.522 -3.633 0.289
H 2.238 -4.112 -4.510 0.082
C -0.226 -0.494 -5.946 -0.837
N 0.884 -1.352 -5.448 0.854
O 1.424 -2.100 -6.233 -0.529
O 1.171 -1.242 -4.275 -0.486
H -0.369 -0.699 -6.999 0.337
H -1.111 -0.740 -5.366 0.307
H 0.065 0.538 -5.777 0.279
C 5.060 -1.450 4.197 -0.589
N 6.121 -0.424 4.391 0.945
O 7.018 -0.370 3.578 -0.533
O 6.013 0.301 5.358 -0.570
H 5.282 -2.014 3.300 0.215
H 5.062 -2.086 5.078 0.327
H 4.115 -0.930 4.098 0.225

# 4
76
Properties=species:S:1:pos:R:3:mulliken_charge:R:1 method="wB97M-V/def2-TZVPD" lumo_ev=-3.761 homo_lumo_gap_ev=6.5561 total_charge=+1 e_homo_ev=-10.3 e_tot_ha=-6842.34533
C 8.699 -1.485 3.128 -1.241
C 7.693 -0.378 3.156 0.632
Br 8.362 1.229 3.823 -0.029
C 6.420 -0.447 2.737 0.063
P 5.600 -1.874 2.105 0.005
Br 5.185 0.975 2.730 -0.012
H 9.434 -1.277 2.349 0.340
H 9.225 -1.529 4.080 0.366
H 8.262 -2.463 2.935 0.370
H 5.150 -1.676 0.800 0.212
H 6.392 -3.021 2.087 0.092
H 4.482 -2.168 2.886 0.185
C 0.971 -5.306 -0.747 -0.782
O 0.586 -5.411 0.611 -0.254
C 1.662 -5.484 1.522 -0.703
C 1.910 -4.151 2.196 -0.034
O 2.381 -3.166 1.272 -0.337
C 1.368 -2.266 0.838 -0.486
H 0.081 -5.041 -1.314 0.244
H 1.732 -4.535 -0.894 0.326
H 1.354 -6.261 -1.121 0.289
H 2.574 -5.834 1.024 0.357
H 1.396 -6.217 2.289 0.387
H 2.685 -4.282 2.961 0.434
H 0.993 -3.809 2.683 -0.073
H 1.106 -1.556 1.627 0.348
H 0.468 -2.802 0.536 -0.018
H 1.765 -1.719 -0.017 0.353
C -4.211 -3.386 4.235 -0.711
O -3.876 -2.129 3.675 -0.362
C -2.585 -1.670 4.023 -0.971
C -1.589 -1.888 2.904 0.061
O -1.356 -3.265 2.648 -0.321
C -2.086 -3.762 1.537 -0.697
H -5.123 -3.724 3.748 0.241
H -3.421 -4.125 4.070 0.295
H -4.397 -3.298 5.311 0.326
H -2.234 -2.158 4.939 0.396
H -2.658 -0.596 4.219 0.436
H -0.632 -1.439 3.192 0.282
H -1.930 -1.389 1.992 0.190
H -1.677 -3.381 0.594 0.129
H -3.141 -3.491 1.603 0.435
H -1.985 -4.845 1.543 0.264
C -1.653 3.347 -1.263 -0.809
O -1.989 2.266 -2.118 -0.366
C -1.084 1.183 -2.047 -0.733
C -1.622 0.051 -1.198 -0.411
O -1.759 0.421 0.164 -0.249
C -3.094 0.745 0.526 -0.894
H -2.504 4.024 -1.238 0.250
H -1.438 3.001 -0.249 0.381
H -0.788 3.894 -1.653 0.331
H -0.116 1.516 -1.656 0.349
H -0.927 0.812 -3.065 0.422
H -0.920 -0.790 -1.244 0.321
H -2.581 -0.290 -1.600 0.383
H -3.709 -0.160 0.579 0.342
H -3.542 1.442 -0.185 0.406
H -3.065 1.207 1.511 0.242
C -1.557 4.635 -4.777 -0.763
O -1.510 5.795 -3.965 -0.286
C -0.873 6.896 -4.593 -0.581
C -1.870 7.889 -5.151 -0.515
O -2.635 7.337 -6.206 -0.377
C -3.933 6.927 -5.819 -0.663
H -2.233 3.925 -4.301 0.179
H -1.919 4.861 -5.782 0.446
H -0.564 4.175 -4.850 0.302
H -0.210 6.548 -5.393 0.355
H -0.259 7.398 -3.839 0.372
H -1.323 8.748 -5.551 0.381
H -2.524 8.248 -4.349 0.327
H -4.580 7.793 -5.640 0.324
H -3.909 6.308 -4.919 0.261
H -4.346 6.346 -6.642 0.243

# 5
75
Properties=species:S:1:pos:R:3:mulliken_spin:R:1 method="wB97M-V/def2-TZVPD" lumo_ev="2.075 / 2.047" homo_lumo_gap_ev="3.3611 / 8.5119" total_charge=-1 e_homo_ev="-1.3 / -6.5" s_squared=0.75 e_tot_ha=-4012.39990 multiplicity=2
C 6.164 -2.719 2.668 -0.001
S 4.562 -2.889 1.673 0.002
O 3.453 -3.023 2.748 -0.001
C 4.452 -1.194 1.021 -0.029
H 6.906 -2.754 1.871 0.001
H 6.220 -3.596 3.314 0.000
H 6.188 -1.752 3.171 0.000
H 3.877 -0.670 1.784 -0.003
H 3.850 -1.225 0.112 0.026
H 5.438 -0.837 0.722 0.001
C 4.096 -5.943 0.281 -0.005
S 3.072 -7.120 1.180 0.000
O 3.846 -7.830 2.298 0.000
C 1.890 -5.923 1.998 0.010
H 3.629 -5.015 -0.049 0.008
H 4.562 -6.238 -0.659 -0.001
H 4.906 -5.687 0.964 0.000
H 1.566 -5.188 1.260 -0.007
H 2.409 -5.294 2.721 -0.002
H 1.125 -6.459 2.560 0.002
C 3.008 -0.644 5.271 -0.012
S 1.532 -0.520 6.306 -0.001
O 1.101 0.917 6.219 0.000
C 0.360 -1.387 5.078 -0.014
H 3.778 -0.008 5.708 0.000
H 2.870 -0.257 4.261 0.013
H 3.256 -1.698 5.139 0.001
H 0.943 -2.207 4.658 0.000
H 0.273 -0.545 4.391 0.015
H -0.549 -1.738 5.566 0.001
C -0.127 -1.714 0.166 0.134
Cl -1.425 -1.192 -0.976 0.215
Cl 0.088 -0.615 1.616 0.209
Cl -0.523 -3.365 0.863 0.201
Cl 1.452 -1.783 -0.702 0.235
C 2.331 2.603 1.545 0.005
C 0.869 2.976 1.905 0.005
C -0.025 3.307 0.653 -0.005
C 0.021 2.449 -0.646 0.005
C -0.317 3.172 -2.055 0.000
C -0.148 2.177 -3.254 -0.012
H 2.916 2.699 2.459 -0.001
H 2.655 3.221 0.708 0.000
H 2.556 1.561 1.318 -0.003
H 0.325 2.185 2.421 0.001
H 0.792 3.790 2.626 0.000
H 0.263 4.342 0.469 0.000
H -1.033 3.539 0.998 0.000
H 1.076 2.192 -0.747 -0.001
H -0.534 1.515 -0.559 0.000
H -1.332 3.516 -1.856 0.001
H 0.270 4.088 -2.124 0.000
H -0.749 2.583 -4.067 -0.001
H 0.877 1.903 -3.507 0.001
H -0.687 1.267 -2.990 0.011
C -6.931 4.664 -4.784 0.000
C -6.295 3.239 -4.703 0.000
C -5.034 3.168 -3.857 0.002
C -4.285 1.826 -3.884 -0.006
C -5.125 0.688 -3.327 -0.007
C -4.406 -0.639 -2.972 0.016
H -6.353 5.369 -5.382 0.000
H -7.230 5.097 -3.829 0.000
H -7.866 4.480 -5.312 0.000
H -7.130 2.624 -4.367 0.000
H -6.257 2.773 -5.687 0.000
H -5.332 3.561 -2.885 0.000
H -4.331 3.908 -4.240 0.000
H -4.054 1.702 -4.942 0.000
H -3.369 2.030 -3.330 0.007
H -5.635 1.023 -2.424 -0.001
H -6.008 0.419 -3.908 0.001
H -3.859 -1.101 -3.793 0.001
H -3.693 -0.449 -2.170 -0.013
H -5.181 -1.356 -2.700 -0.003

# 6
84
Properties=species:S:1:pos:R:3:mulliken_spin:R:1 method="wB97M-V/def2-TZVPD" lumo_ev="0.695 / 0.524" homo_lumo_gap_ev="5.0891 / 4.9454" total_charge=-1 e_homo_ev="-4.4 / -4.4" s_squared=0.77 e_tot_ha=-14196.28958 multiplicity=2
Pt -0.646 0.024 -0.037 0.136
N 1.488 -0.813 -1.191 -0.010
C 1.992 -2.082 -0.670 0.014
C 3.518 -2.068 -0.441 -0.006
C 4.046 -0.979 0.506 -0.007
C 4.288 -1.428 1.955 -0.002
N 3.060 -1.591 2.710 0.004
C 2.368 -0.604 3.282 -0.009
N 1.065 -0.815 3.546 0.023
N 2.961 0.478 3.752 0.004
C 1.258 -2.523 0.624 -0.005
O 1.694 -3.524 1.200 0.003
O 0.289 -1.844 1.051 -0.025
H 1.615 -0.770 -2.198 0.001
H 2.061 -0.061 -0.795 0.000
H 1.766 -2.873 -1.401 0.000
H 3.983 -1.936 -1.423 0.000
H 3.797 -3.054 -0.064 0.000
H 3.368 -0.117 0.543 0.014
H 4.998 -0.600 0.126 0.000
H 4.926 -0.680 2.428 0.000
H 4.808 -2.390 1.970 0.000
H 2.520 -2.408 2.430 -0.001
H 0.564 -1.392 2.868 -0.012
H 0.545 -0.018 3.885 0.004
H 3.929 0.695 3.537 0.001
H 2.423 1.253 4.124 -0.001
C -3.132 4.180 -2.287 -0.002
Si -1.676 3.239 -1.494 -0.008
C -0.369 4.514 -0.943 0.046
C -0.887 2.090 -2.816 0.002
Ge -2.401 1.616 0.160 0.023
Si -4.477 0.674 -0.602 0.003
C -4.434 -0.035 -2.379 -0.001
C -5.848 1.999 -0.646 0.000
C -5.174 -0.717 0.519 0.000
Si -2.731 2.535 2.372 0.011
C -1.419 3.815 2.896 0.001
C -4.457 3.338 2.469 -0.001
C -2.739 1.081 3.626 -0.002
H -2.779 4.806 -3.100 0.000
H -3.610 4.827 -1.557 0.000
H -3.880 3.500 -2.680 0.000
H -0.152 5.240 -1.722 0.004
H 0.567 4.017 -0.708 -0.031
H -0.678 5.055 -0.053 0.000
H -0.306 2.618 -3.567 0.000
H -1.647 1.501 -3.327 0.001
H -0.214 1.389 -2.305 0.007
H -4.233 0.747 -3.108 0.000
H -5.387 -0.493 -2.635 0.000
H -3.672 -0.799 -2.502 0.000
H -5.478 2.956 -0.995 0.000
H -6.282 2.152 0.335 0.000
H -6.653 1.693 -1.310 0.000
H -4.798 -1.700 0.242 0.000
H -6.258 -0.749 0.445 0.000
H -4.918 -0.547 1.564 0.000
H -1.549 4.752 2.362 0.000
H -0.421 3.447 2.672 0.001
H -1.453 4.034 3.959 0.001
H -4.633 4.006 1.633 0.000
H -4.555 3.915 3.381 0.000
H -5.240 2.587 2.472 0.000
H -1.878 0.434 3.474 0.001
H -3.634 0.476 3.501 0.000
H -2.717 1.428 4.655 0.000
N -2.886 -4.494 0.745 0.001
C -2.332 -3.631 -0.160 0.000
C -2.248 -2.255 0.086 -0.003
N -1.779 -1.423 -0.837 0.022
C -1.410 -1.946 -2.017 0.004
C -1.492 -3.301 -2.240 -0.002
N -1.949 -4.153 -1.328 0.000
H -2.862 -4.229 1.717 0.000
H -2.689 -5.465 0.555 0.000
H -2.526 -1.830 1.044 0.004
H -1.046 -1.257 -2.769 -0.001
H -1.177 -3.738 -3.177 0.000
Se 2.382 3.836 4.006 -0.035
Sb 2.832 3.215 1.614 -0.003
Se 0.767 1.479 0.849 0.768
Se 5.171 2.229 1.883 -0.021
Se 3.166 5.328 0.284 0.087